{
  "formula": "C15H29Br14Cl3",
  "method": "wB97M-V/def2-TZVPD",
  "symbols": ["H", "C", "C", "H", "Br", "C", "H", "H", "C", "H", "H", "C", "C", "H", "Br", "Br", "Cl", "H", "Br", "H", "C", "H", "H", "H", "H", "Br", "Cl", "C", "H", "Br", "Br", "H", "H", "H", "C", "Br", "H", "H", "Br", "C", "Br", "H", "Br", "H", "H", "H", "Br", "C", "H", "C", "C", "H", "C", "Br", "H", "Br", "H", "Cl", "C", "H", "H"],
  "positions_angstrom": [[0.3890, -0.4484, -3.1658], [-0.9789, 1.9761, 4.4677], [-3.0965, -2.1378, 3.0230], [-1.1763, -0.5936, -5.6603], [-1.4657, 1.2228, -3.6514], [-0.6199, 2.3302, 0.2603], [-1.3697, 2.4642, 1.0400], [-1.7623, -1.9008, 4.8442], [-4.3850, -2.4010, -1.3315], [-4.9222, -4.5114, -1.6316], [-0.7803, 2.2754, 3.4386], [3.6783, -0.7449, 3.7618], [-0.0640, 0.9130, 0.3074], [0.1075, -1.6919, -5.5163], [6.0279, -0.1791, -1.9258], [5.6707, -2.2796, 5.2207], [-0.3435, 3.2769, 5.5314], [-3.0347, -2.7166, 2.1015], [-1.5418, -0.3823, 0.1275], [3.8708, 0.7208, -0.8671], [-0.6213, -1.1552, -4.9089], [0.7383, 0.5545, -4.6487], [-3.5629, -4.0201, -2.6325], [-0.5591, 5.2693, -4.8731], [-5.0517, -2.0025, -2.0962], [1.9167, -1.7441, -0.4006], [-2.7566, 1.6391, 4.5320], [0.0018, -0.0259, -4.0930], [3.1883, -1.7127, 3.6543], [-0.2955, -2.7982, 2.9012], [-2.6854, -4.7343, -0.4697], [5.3702, -1.6594, 2.7796], [-1.0665, 2.6534, -0.6800], [0.2806, 4.7382, -1.9194], [4.3335, -0.2660, -0.8545], [0.7137, 3.6933, 0.6462], [0.7027, 0.7416, -0.4482], [0.4804, 0.6375, 1.2106], [-4.8498, -2.0739, 3.8362], [0.0503, 4.8220, -4.0878], [1.8776, 5.4502, -4.4420], [3.2820, -0.3901, 4.7133], [-1.8344, -2.2943, -3.8331], [-2.1411, -3.5161, 4.3759], [4.6824, -0.5296, 0.1439], [4.0360, -2.2727, -1.7952], [3.0845, 0.4410, 2.2456], [5.1092, -1.1094, 3.6837], [-0.0165, 3.7606, -4.3267], [-4.0401, -3.8719, -1.6638], [3.4915, -1.3614, -1.5478], [-3.5160, -1.7849, -1.1008], [-1.9281, -2.5280, 3.9683], [-5.4286, -2.4047, 0.4300], [5.6924, -0.1889, 3.6596], [-2.1705, 4.8410, -2.2935], [-3.0272, -1.1309, 2.6111], [-0.0509, 0.5229, 4.9368], [-0.3385, 5.2545, -2.6531], [3.0389, -0.9656, -2.4570], [-0.3329, 6.3302, -2.4774]],
  "nbo_charge": [0.2283, -0.2511, -0.4833, 0.2249, -0.0261, -0.4571, 0.2188, 0.2323, -0.4061, 0.2317, 0.2225, -0.4283, -0.4541, 0.2335, -0.0458, -0.0162, 0.0138, 0.2432, -0.0101, 0.2284, -0.4514, 0.2336, 0.2262, 0.2253, 0.2350, -0.0229, 0.0101, -0.4373, 0.2249, -0.0202, -0.0318, 0.2241, 0.2463, 0.2361, -0.4108, -0.0184, 0.2258, 0.2420, 0.0101, -0.4396, -0.0217, 0.2398, -0.0022, 0.2208, 0.2324, 0.2374, -0.0338, -0.4236, 0.2341, -0.4346, -0.4352, 0.2343, -0.4340, -0.0570, 0.2213, -0.0012, 0.2298, 0.0054, -0.4707, 0.2163, 0.2361],
  "smiles": "ClC(Cl)Cl.BrCCBr.BrCCBr.BrCCBr.BrCCBr.BrCCBr.BrCCBr.BrCCBr",
  "e_above_lowest_kcal_mol": 24.3,
  "e_tot_ha": -38005.687956,
  "homo_lumo_gap_ev": 9.84
}